Record 1
Density functional theory data (ωB97M-V with the def2-TZVPD basis set) for an isolated molecule of C6H15NO.

For the largest force on an atom, the calculation gives 0.58 eV/A. For the HOMO-LUMO gap, the calculation gives 10.076 eV. Its structure (SMILES) is CCC[C@@](C)(N)CO. As for the total energy: -367.60041 Ha. Its HOMO energy is -9.246 eV.

ORCA input file:
```
! wB97M-V def2-TZVPD RIJCOSX def2/J DEFGRID3
* xyz 0 1
C -0.68 0.11 -0.03
C -1.95 0.60 -0.76
C 0.55 0.48 -0.90
C 1.84 0.80 -0.15
C -0.76 -1.42 0.16
C 2.53 -0.40 0.48
N -0.63 0.83 1.24
O -3.14 0.26 -0.10
H -3.24 -0.70 -0.12
H -0.03 0.35 1.91
H -1.56 0.88 1.62
H -1.93 1.69 -0.79
H -1.95 0.21 -1.79
H 0.28 1.37 -1.48
H 0.73 -0.33 -1.61
H 1.62 1.54 0.61
H 2.53 1.25 -0.87
H -0.98 -1.92 -0.78
H -1.55 -1.67 0.88
H 0.17 -1.82 0.54
H 1.97 -0.79 1.32
H 2.67 -1.20 -0.25
H 3.52 -0.11 0.85
*
```

Löwdin atomic charge list, values in e, 5 entries:
1 C -0.564
2 C -0.233
3 C -0.158
4 C -0.259
5 C -0.035



Record 2
Density functional theory data (ωB97M-V with the def2-TZVPD basis set) for a 2-piece molecular cluster, C9H10N2 overall at a distorted geometry.

For the largest force on an atom, the calculation gives 4.04 eV/A. For the HOMO-LUMO gap, the calculation gives 8.606 eV. As for the total energy: -458.26357 Ha. Its HOMO energy is -8.006 eV.

ORCA input file:
```
! wB97M-V def2-TZVPD RIJCOSX def2/J DEFGRID3
* xyz 0 1
C -1.57 0.52 -1.47
C -2.22 1.12 -0.34
C -0.59 -0.39 -1.33
C -1.72 0.87 0.94
C -0.09 -0.62 -0.08
C -0.72 -0.14 1.07
C 1.67 -2.36 0.64
C 1.03 -1.44 0.21
C -0.23 -0.29 2.50
N 2.38 0.86 -2.04
N 1.99 0.47 -3.10
H -2.01 0.82 -2.42
H -3.06 1.82 -0.50
H -0.01 -0.64 -2.14
H -2.22 1.25 1.80
H 2.11 0.42 -1.09
H 2.45 -2.88 1.10
H 0.79 -0.66 2.41
H -0.26 0.63 2.99
H -0.86 -0.91 2.97
H 3.12 1.55 -2.12
*
```

Löwdin atomic charge list, values in e, 5 entries:
1 C -0.080
2 C -0.059
3 C -0.074
4 C -0.036
5 C -0.242



Record 3
Density functional theory data (ωB97M-V with the def2-TZVPD basis set) for a 5-piece molecular cluster, C19H30F9O12 overall at a distorted geometry.

For the largest force on an atom, the calculation gives 6.60 eV/A. For the HOMO-LUMO gap, the calculation gives 5.541 eV. As for the total energy: -2543.57730 Ha. Its HOMO energy is -3.506 eV.

ORCA input file:
```
! wB97M-V def2-TZVPD RIJCOSX def2/J DEFGRID3
* xyz -1 1
O -1.59 -2.68 -0.39
C -2.79 -2.63 0.08
O -3.63 -3.39 -0.40
O -3.10 -1.92 1.04
H -1.85 -3.41 -0.95
C -3.83 6.62 3.90
O -2.86 6.08 4.84
C -1.98 7.09 5.25
C -0.73 6.63 6.02
O -0.55 5.22 5.71
C 0.82 4.78 6.02
C 1.37 3.54 5.18
O 0.34 2.60 4.86
C 0.77 1.76 3.79
H -3.41 7.26 3.13
H -4.59 7.20 4.42
H -4.19 5.68 3.46
H -2.50 7.85 5.83
H -1.64 7.58 4.34
H -0.86 6.78 7.09
H 0.09 7.26 5.66
H 0.75 4.72 7.11
H 1.61 5.44 5.66
H 2.15 3.08 5.79
H 1.71 4.01 4.26
H 1.73 1.24 3.84
H 0.72 2.33 2.87
H 0.11 0.92 3.60
C 1.97 -9.06 0.23
C 3.32 -9.09 0.93
O 4.24 -8.99 -0.09
C 5.48 -9.43 -0.02
O 5.94 -10.00 1.00
C 6.27 -9.28 -1.39
F 6.19 -10.40 -2.17
F 5.73 -8.47 -2.25
F 7.47 -9.02 -1.00
H 1.29 -9.16 1.08
H 1.92 -9.92 -0.44
H 1.80 -8.12 -0.29
H 3.35 -10.05 1.45
H 3.39 -8.24 1.61
C -4.27 2.61 -2.29
C -4.02 3.48 -1.01
O -2.75 4.06 -1.34
C -1.87 4.43 -0.35
O -1.97 4.05 0.79
C -0.64 5.22 -0.85
F -0.61 6.39 -0.20
F 0.43 4.53 -0.48
F -0.65 5.43 -2.15
H -5.26 2.23 -2.04
H -3.66 1.71 -2.33
H -4.28 3.25 -3.17
H -3.89 2.84 -0.13
H -4.77 4.23 -0.78
C 1.01 -4.15 -6.20
C 0.15 -3.18 -7.06
O 0.65 -1.88 -6.68
C 0.37 -0.77 -7.39
O -0.29 -0.76 -8.42
C 0.65 0.56 -6.65
F -0.06 1.58 -7.13
F 0.41 0.50 -5.34
F 1.97 0.86 -6.73
H 0.35 -4.94 -5.83
H 1.38 -3.65 -5.30
H 1.88 -4.51 -6.75
H -0.89 -3.09 -6.76
H 0.20 -3.46 -8.11
*
```

Löwdin atomic charge list, values in e, 5 entries:
1 O 0.082
2 C -1.016
3 O -0.079
4 O -0.068
5 H 0.082



Record 4
Density functional theory data (ωB97M-V with the def2-TZVPD basis set) for C29H41BGaN8Se as an isolated structure at a distorted geometry.

For the largest force on an atom, the calculation gives 1.82 eV/A. For the HOMO-LUMO gap, the calculation gives 8.379 eV. As for the total energy: -5918.69171 Ha. Its HOMO energy is -10.644 eV.

ORCA input file:
```
! wB97M-V def2-TZVPD RIJCOSX def2/J DEFGRID3
* xyz 1 1
Ga -0.05 0.34 0.68
C 3.70 -0.90 0.66
C 3.14 -1.37 2.00
C 4.27 -1.95 2.88
C 2.47 -0.20 2.63
C 2.83 0.43 3.83
C 2.13 1.65 3.86
N 1.37 1.70 2.75
N 1.55 0.56 2.04
B 0.86 2.97 1.99
N -0.70 3.09 1.86
C -1.58 3.93 2.40
C -2.80 3.73 1.81
C -2.60 2.67 0.88
N -1.34 2.29 0.95
C -3.67 2.23 -0.10
C -3.13 1.47 -1.30
C -4.83 1.49 0.50
N 1.35 2.85 0.52
C 1.89 3.88 -0.15
C 1.78 3.64 -1.50
C 1.07 2.41 -1.57
N 0.85 1.93 -0.35
C 0.56 1.84 -2.87
C 1.69 1.44 -3.84
C -0.44 2.74 -3.53
H 3.90 -1.76 0.00
H 4.63 -0.34 0.78
H 2.98 -0.35 0.09
H 2.41 -2.14 1.82
H 4.97 -1.15 3.20
H 3.81 -2.53 3.70
H 4.87 -2.68 2.33
H 3.53 0.04 4.56
H 2.07 2.39 4.65
H 1.31 3.98 2.46
H -1.33 4.73 3.09
H -3.78 4.17 1.97
H -4.08 3.17 -0.46
H -2.94 0.42 -1.16
H -2.23 1.96 -1.61
H -3.86 1.58 -2.09
H -4.60 0.47 0.73
H -5.70 1.57 -0.20
H -5.15 1.97 1.45
H 2.26 4.77 0.36
H 2.13 4.23 -2.32
H 0.02 0.93 -2.61
H 2.23 2.34 -4.23
H 1.35 0.94 -4.71
H 2.42 0.79 -3.36
H 0.04 3.70 -3.79
H -1.25 3.03 -2.85
H -0.79 2.19 -4.42
Se -2.03 -0.59 1.61
C -2.34 -2.24 0.73
C -2.92 -3.29 1.49
C -3.30 -4.48 0.88
C -3.06 -4.68 -0.47
C -2.43 -3.69 -1.21
C -2.15 -2.44 -0.63
H -3.15 -3.05 2.52
H -3.80 -5.27 1.45
H -3.30 -5.57 -1.02
H -2.09 -3.90 -2.22
H -1.63 -1.67 -1.22
C 1.05 -2.90 -3.57
C 1.04 -2.70 -2.10
C 0.95 -3.56 -1.04
C 0.74 -2.77 0.10
N 0.79 -1.46 -0.22
N 0.89 -1.46 -1.57
C 0.56 -3.27 1.49
H 1.56 -2.06 -4.10
H 0.05 -2.91 -3.95
H 1.53 -3.83 -3.80
H 0.88 -4.65 -1.02
H 1.08 -0.60 -2.07
H -0.21 -3.99 1.53
H 0.32 -2.45 2.19
H 1.42 -3.82 1.81
*
```

Löwdin atomic charge list, values in e, 5 entries:
1 Ga 0.454
2 C -0.056
3 C -0.353
4 C -0.052
5 C -0.238



Record 5
Density functional theory data (ωB97M-V with the def2-TZVPD basis set) for an isolated molecule of C21H20ClNO5.

For the largest force on an atom, the calculation gives 0.73 eV/A. For the HOMO-LUMO gap, the calculation gives 9.107 eV. Its structure (SMILES) is O=C(COC(=O)c1ccccc1C(=O)c1ccc(Cl)cc1)NC[C@H]1CCCO1. As for the total energy: -1703.42290 Ha. Its HOMO energy is -9.377 eV.

ORCA input file:
```
! wB97M-V def2-TZVPD RIJCOSX def2/J DEFGRID3
* xyz 0 1
O -1.45 -0.87 2.94
C -1.07 -0.67 1.80
N -1.83 -0.14 0.83
H -1.48 -0.13 -0.13
C -3.23 0.15 1.02
H -3.44 1.14 0.63
H -3.42 0.12 2.09
C -4.11 -0.89 0.30
H -3.80 -1.89 0.64
O -3.89 -0.84 -1.10
C -5.02 -0.27 -1.72
C -6.21 -0.71 -0.86
H -7.08 -0.07 -0.99
H -6.48 -1.73 -1.11
C -5.61 -0.63 0.54
H -6.04 -1.36 1.22
H -5.75 0.36 0.96
H -5.06 -0.63 -2.75
H -4.94 0.83 -1.73
C 0.37 -0.99 1.36
H 0.90 -1.45 2.20
H 0.35 -1.67 0.50
O 1.12 0.17 1.03
C 1.04 0.64 -0.22
O 0.30 0.19 -1.06
C 1.95 1.79 -0.44
C 1.50 2.82 -1.27
C 2.27 3.95 -1.46
C 3.50 4.06 -0.83
C 3.96 3.04 -0.01
C 3.20 1.89 0.18
C 3.78 0.80 1.02
O 4.31 1.04 2.08
C 3.71 -0.57 0.45
C 3.81 -1.65 1.33
C 3.72 -2.95 0.87
C 3.55 -3.17 -0.49
C 3.49 -2.11 -1.38
C 3.57 -0.82 -0.91
H 3.53 0.00 -1.62
H 3.37 -2.30 -2.44
Cl 3.43 -4.79 -1.08
H 3.78 -3.78 1.55
H 3.94 -1.44 2.38
H 4.91 3.12 0.48
H 4.10 4.95 -0.97
H 1.92 4.74 -2.11
H 0.54 2.71 -1.74
*
```

Löwdin atomic charge list, values in e, 5 entries:
1 O 0.073
2 C -0.459
3 N 0.087
4 H 0.121
5 C -0.115



Record 6
Density functional theory data (ωB97M-V with the def2-TZVPD basis set) for a 2-piece molecular cluster, C6H12O overall at a distorted geometry.

For the largest force on an atom, the calculation gives 2.51 eV/A. For the HOMO-LUMO gap, the calculation gives 9.477 eV. Its structure (SMILES) is C/C=C/C=C/C.O. As for the total energy: -310.97743 Ha. Its HOMO energy is -8.544 eV.

ORCA input file:
```
! wB97M-V def2-TZVPD RIJCOSX def2/J DEFGRID3
* xyz 0 1
C -1.96 2.03 1.63
C -1.05 0.82 1.50
C -0.41 0.34 0.41
C 0.21 -1.01 0.75
C 1.49 -1.36 0.59
C 2.07 -2.54 1.40
H -2.10 2.41 0.62
H -1.48 2.73 2.31
H -2.97 1.74 1.97
H -0.89 0.28 2.44
H -0.43 0.87 -0.54
H -0.48 -1.64 1.30
H 2.19 -0.57 0.34
H 1.41 -3.40 1.40
H 2.92 -2.83 0.77
H 2.32 -2.15 2.38
H -0.42 0.37 -5.02
H 0.36 1.62 -5.43
O -0.39 1.32 -4.90
*
```

Löwdin atomic charge list, values in e, 5 entries:
1 C -0.105
2 C -0.195
3 C -0.095
4 C -0.157
5 C -0.165



Record 7
Density functional theory data (ωB97M-V with the def2-TZVPD basis set) for C13H24Cl2O3Os as an isolated structure at a distorted geometry.

As for the expectation value of S²: 6.026. For the largest force on an atom, the calculation gives 6.36 eV/A. For the HOMO-LUMO gap (spin up / spin down), the calculation gives 3.873 / 5.681 eV. As for the total energy: -1746.37887 Ha. Its HOMO energy (spin up / spin down) is 1.300 / -0.535 eV.

ORCA input file:
```
! wB97M-V def2-TZVPD RIJCOSX def2/J DEFGRID3
* xyz -2 5
C 0.03 -1.62 -1.61
C 0.96 -0.51 -1.63
C 0.17 0.70 -1.53
C 2.31 -0.62 -2.24
C -1.22 0.31 -1.70
C -1.30 -1.09 -1.74
C -2.53 -1.91 -1.77
C 0.41 -3.06 -1.75
C 0.66 2.10 -1.68
C -2.37 1.26 -1.74
Os 0.31 -0.49 0.39
Cl 2.27 0.56 0.70
Cl 1.80 -2.17 1.09
O -1.48 0.21 0.82
H 2.60 -1.66 -2.30
H 3.06 -0.10 -1.67
H 2.26 -0.18 -3.24
H 1.63 2.23 -1.19
H -0.02 2.82 -1.23
H 0.78 2.33 -2.75
H -2.08 2.24 -1.35
H -3.21 0.86 -1.15
H -2.69 1.38 -2.79
H -3.37 -1.32 -1.37
H -2.38 -2.80 -1.15
H -2.77 -2.21 -2.79
H 1.45 -3.20 -1.47
H 0.27 -3.39 -2.78
H -0.22 -3.66 -1.08
H -1.06 1.04 1.32
O -0.89 -2.15 1.00
H -1.63 -1.59 1.27
C 0.11 0.37 3.89
C 0.31 1.72 3.22
C 1.71 2.26 3.54
O 0.12 1.69 1.85
H 1.02 -0.24 3.76
H -0.71 -0.17 3.41
H -0.10 0.47 4.96
H -0.43 2.43 3.64
H 2.43 1.45 3.39
H 1.97 3.10 2.88
H 1.80 2.60 4.57
*
```

Löwdin atomic charge list, values in e, 5 entries:
1 C -0.378
2 C -0.513
3 C -0.388
4 C -0.087
5 C -0.283